No. 1
Computed, not measured: a 2-piece molecular cluster, CH3Br2O2P overall, with wB97M-V/def2-TZVPD.

HOMO energy (spin up / spin down) in eV: -9.882 / -9.886

```
! RIJCOSX wB97M-V def2-TZVPD def2/J DEFGRID3
* xyz 0 1
C -0.325 -0.042 -0.348
O -3.063 -0.093 1.907
O -1.450 0.087 -1.108
P -3.355 0.042 0.497
Br -4.447 -1.801 -0.245
Br -4.442 1.825 -0.205
H 0.185 0.866 -0.348
H 0.353 -0.830 -0.542
H -0.483 -0.067 0.706
*
```

No. 2
Computed, not measured: a 5-piece molecular cluster, C3H16NO4 overall, with wB97M-V/def2-TZVPD.

HOMO energy in eV: -13.571

```
! RIJCOSX wB97M-V def2-TZVPD def2/J DEFGRID3
* xyz 1 1
C -1.135 -3.048 -0.190
C -0.006 -2.152 -0.300
C -0.002 -1.061 0.439
N 1.109 0.001 0.257
H -1.830 -3.163 0.750
H -1.712 -3.147 -1.085
H -0.848 -4.112 -0.423
H 0.763 -2.670 -1.008
H -0.721 -0.820 1.234
H 0.599 0.923 0.315
H 1.789 -0.023 1.008
H 1.629 0.097 -0.536
H -3.820 1.534 -2.244
H -3.953 2.682 -1.505
O -3.398 1.912 -1.425
H 3.482 1.981 -1.616
H 4.326 0.967 -0.523
O 3.496 1.201 -1.080
H 0.958 0.132 3.589
H 0.831 1.157 2.362
O 1.316 0.456 2.740
H -1.668 1.913 -0.131
H -0.424 2.982 -0.595
O -0.781 2.257 -0.036
*
```

No. 3
Computed, not measured: C26H42BrMnNOP2 as an isolated structure, with wB97M-V/def2-TZVPD.

HOMO energy (spin up / spin down) in eV: -13.854 / -13.742

```
! RIJCOSX wB97M-V def2-TZVPD def2/J DEFGRID3
* xyz 2 6
C -0.652 2.707 -5.404
C 0.204 3.356 -4.487
C 0.616 4.671 -4.779
C 0.162 5.260 -5.968
N -0.656 4.624 -6.806
C -1.046 3.377 -6.569
C 0.623 2.649 -3.315
C 0.544 1.467 -2.783
C 0.510 0.109 -2.448
C -0.697 -0.498 -2.021
C -0.658 -1.786 -1.493
C 0.580 -2.439 -1.401
C 1.745 -1.928 -1.982
C 1.707 -0.647 -2.510
Mn 1.534 2.505 -1.561
P -1.862 -1.427 1.719
H 1.258 5.234 -4.107
H -1.037 1.699 -5.228
H 0.474 6.269 -6.229
H -1.689 2.889 -7.307
H 2.612 -0.212 -2.941
H -1.643 0.024 -2.108
H 2.670 -2.508 -1.948
H -1.566 -2.270 -1.141
C -1.655 -2.140 3.418
C -1.989 -1.289 4.640
H -0.593 -2.437 3.452
H -2.243 -3.073 3.428
H -1.876 -1.916 5.534
H -1.309 -0.438 4.756
H -3.022 -0.923 4.624
C -1.601 0.395 1.889
C -2.641 1.336 1.295
H -0.651 0.567 1.360
H -1.414 0.621 2.949
H -2.249 2.358 1.337
H -2.851 1.095 0.247
H -3.578 1.315 1.858
C -3.664 -1.628 1.365
C -4.631 -1.339 2.509
H -3.763 -2.670 1.013
H -3.882 -0.973 0.505
H -5.656 -1.421 2.127
H -4.531 -2.060 3.330
H -4.525 -0.325 2.916
Br 0.668 -4.100 -0.548
P 3.324 0.993 1.352
C 1.740 1.095 2.291
C 2.100 1.176 3.773
H 1.146 0.194 2.088
H 1.163 1.973 1.971
H 1.272 1.585 4.364
H 2.350 0.186 4.177
H 2.974 1.826 3.920
C 3.306 -0.836 1.040
C 4.681 -1.366 1.422
H 3.086 -1.022 -0.016
H 2.513 -1.311 1.632
H 4.655 -2.449 1.587
H 5.401 -1.157 0.624
H 5.053 -0.884 2.335
C 2.961 1.687 -0.261
C 3.787 2.955 -0.558
H 1.844 1.890 -0.023
H 3.037 0.925 -1.059
H 3.902 3.137 -1.637
H 3.411 3.872 -0.079
H 4.797 2.788 -0.153
C -2.599 -5.471 0.220
O -2.494 -4.318 -0.616
H -2.823 -5.144 1.245
H -1.680 -6.072 0.211
H -3.428 -6.077 -0.162
H -1.551 -4.251 -0.875
*
```

No. 4
Computed, not measured: a 7-piece molecular cluster, C5H26N2O7 overall, with wB97M-V/def2-TZVPD.

HOMO energy in eV: -8.198
SMILES: NCCNCCCO.O.O.O.O.O.O

```
! RIJCOSX wB97M-V def2-TZVPD def2/J DEFGRID3
* xyz 0 1
N 2.349 0.336 -2.186
C 2.036 1.667 -1.532
C 2.677 1.635 -0.105
N 1.877 0.921 0.812
C 0.961 1.645 1.725
C -0.470 1.728 1.169
C -1.447 2.151 2.265
O -2.571 1.226 2.231
H 3.270 0.267 -2.565
H 2.493 -0.330 -1.405
H 2.475 2.483 -2.149
H 0.983 1.935 -1.384
H 3.783 1.450 -0.139
H 2.697 2.723 0.180
H 1.733 -0.062 0.746
H 1.336 2.687 1.857
H 0.947 1.101 2.693
H -0.871 0.931 0.527
H -0.539 2.601 0.490
H -1.903 3.100 1.969
H -0.893 2.189 3.223
H -2.358 0.876 3.142
O -2.711 -0.730 -2.559
H -2.327 -0.215 -3.281
H -1.963 -1.287 -2.347
O -2.704 -0.827 0.357
H -2.678 0.106 0.587
H -3.142 -0.857 -0.490
O -0.201 -1.744 -0.119
H 0.565 -1.172 -0.072
H -0.685 -1.736 0.734
O 2.397 -1.927 -0.365
H 1.674 -2.599 -0.485
H 3.121 -2.548 -0.537
O -1.465 -2.414 2.011
H -2.283 -2.097 1.521
H -1.122 -3.127 1.456
O 0.063 -1.690 -2.732
H 0.683 -0.963 -2.615
H 0.311 -2.373 -3.351
*
```

Listing energy relative to the best compared isomer or geometry (same formula, charge and spin) for the structures above in their given order: 3.122 2.566 0.000 3.072 eV.
Listing maximum force for the structures above in their given order: 3.99 4.79 3.42 3.64 eV/A.